(1)
68
Properties=species:S:1:pos:R:3:forces:R:3 method="wB97M-V/def2-TZVPD" spin_multiplicity=1 gap_ev=5.9 energy_ha=-13704.855949 fmax_ev_per_a=0.8 charge=+1 lumo_ev=-3.53
Ta -0.386056 0.097458 -0.212284 0.3655 -0.1037 0.7521
N 2.312735 -1.207317 2.991146 0.0998 -0.1963 -0.0492
C 2.470709 -2.426374 2.370298 0.0639 0.2015 0.0931
C 1.757047 -2.357038 1.216129 0.0888 0.0444 -0.1763
N 1.172110 -1.119844 1.125825 -0.5384 0.0807 -0.2846
C 1.527707 -0.450045 2.204965 0.0324 0.2456 0.3417
C 1.022191 0.889919 2.405406 0.1892 -0.3003 0.0800
N 0.198857 1.394637 1.510643 -0.3426 0.1246 -0.4159
C -0.139310 2.667753 1.929869 0.0276 -0.2492 -0.0330
C 0.499551 2.913711 3.098775 0.1284 -0.1828 0.0973
N 1.228776 1.772927 3.388030 -0.0629 0.2666 0.1428
H 2.712413 -0.952844 3.878457 -0.0130 0.0075 -0.0032
H 3.057365 -3.219228 2.799109 -0.0097 0.0345 -0.0019
H 1.625397 -3.103762 0.453757 -0.0420 0.0082 0.0313
H -0.817503 3.297109 1.379813 0.0180 -0.0255 -0.0252
H 0.499479 3.775017 3.743227 0.0160 -0.0398 -0.0111
H 1.844556 1.662779 4.176043 -0.0256 -0.0037 0.0085
Cl 0.369181 -0.951551 -2.344931 0.3506 -0.2582 -0.4712
C 1.872730 -0.044868 -2.106446 -0.2333 -0.1916 0.0654
C 1.844010 0.563017 -0.872114 -0.2970 0.2404 -0.3279
C 2.970482 1.347039 -0.633600 0.2145 -0.0263 0.1356
Cl 3.132004 2.280664 0.836133 0.0429 -0.0739 -0.2502
C 4.026329 1.435961 -1.557950 -0.0503 -0.0223 0.0420
Cl 5.416320 2.378221 -1.212214 -0.0012 0.0293 0.0465
C 3.969752 0.762837 -2.785317 0.0053 0.0678 0.1357
Cl 5.246253 0.860138 -3.916470 0.0374 0.0262 -0.0056
C 2.845115 0.003624 -3.078788 -0.0471 -0.0948 -0.0337
Cl 2.647102 -0.840469 -4.551733 0.0417 -0.0024 -0.0595
Se -1.182510 -3.793327 0.154629 -0.0094 -0.1565 -0.1560
Se -1.364799 -3.096962 2.446813 0.0722 -0.0818 0.0964
Te -1.916257 -0.715828 2.096698 -0.3022 0.2061 0.4705
Se -2.055378 -1.969552 -0.886262 0.0409 0.0834 -0.1593
C -5.415179 6.338563 -2.185610 -0.0349 -0.0109 -0.0072
C -3.905526 6.308001 -1.939323 0.0333 -0.1046 0.0206
C -3.200717 6.932496 -3.151138 0.0226 0.0272 -0.0489
C -3.591140 7.136315 -0.685154 0.0208 0.0404 0.0316
C -3.389589 4.885666 -1.710813 -0.0005 0.0065 0.0153
C -2.019046 4.634453 -1.684970 -0.1884 0.0419 0.0076
C -1.597393 3.355963 -1.402178 0.1132 0.0841 -0.0145
Br 0.224764 2.917618 -1.481736 0.2385 0.1831 0.0057
C -2.460776 2.305448 -1.122802 0.0889 -0.5905 0.1040
O -1.884517 1.101284 -0.739703 -0.0104 0.5921 -0.2003
C -3.834403 2.487674 -1.277009 -0.1702 0.1327 -0.0284
C -4.243818 3.801577 -1.531391 -0.0304 -0.0615 -0.0613
C -4.847265 1.335892 -1.306333 0.0838 0.0824 0.0228
C -4.852110 0.553986 0.008383 -0.0595 0.0217 0.0272
C -4.469485 0.410301 -2.475049 -0.0551 0.0184 -0.0463
C -6.267557 1.843879 -1.561152 -0.0947 -0.0319 0.0085
H -5.725282 7.365097 -2.386466 0.0085 -0.0233 0.0068
H -5.982883 5.991871 -1.318863 0.0424 0.0124 -0.0167
H -5.698224 5.729951 -3.048057 0.0228 0.0349 0.0118
H -3.636636 7.909930 -3.366352 0.0221 -0.0192 0.0149
H -3.311927 6.308872 -4.041031 -0.0201 0.0181 0.0340
H -2.134166 7.087213 -2.974583 -0.0457 -0.0250 -0.0049
H -3.943811 8.161839 -0.814391 0.0127 -0.0207 -0.0005
H -2.515938 7.171806 -0.492575 -0.0383 -0.0023 -0.0109
H -4.081255 6.717138 0.196708 0.0049 0.0012 -0.0353
H -1.292109 5.410340 -1.886601 -0.0352 -0.0453 0.0109
H -5.302869 3.974367 -1.622808 0.0247 0.0266 0.0194
H -3.919639 0.025119 0.170317 0.0565 -0.0161 0.0238
H -5.647431 -0.195081 -0.013315 0.0241 0.0338 0.0021
H -5.032752 1.213906 0.861156 -0.0020 -0.0133 -0.0338
H -3.449707 0.037109 -2.393341 0.0459 -0.0052 0.0216
H -4.561984 0.937085 -3.428413 0.0089 -0.0219 0.0417
H -5.137397 -0.453504 -2.495945 0.0102 0.0274 0.0050
H -6.635847 2.471840 -0.745605 0.0412 -0.0218 -0.0287
H -6.931445 0.981060 -1.633024 0.0021 0.0235 0.0003
H -6.349520 2.400369 -2.497471 -0.0031 -0.0524 0.0268



(2)
63
Properties=species:S:1:pos:R:3:forces:R:3 method="wB97M-V/def2-TZVPD" spin_multiplicity=1 gap_ev=6.6 energy_ha=-2834.587554 fmax_ev_per_a=0.2 charge=-1 lumo_ev=2.29
Cd -0.594343 -0.089338 -0.001955 0.0374 0.0082 -0.1630
Cl 7.028669 -1.560874 -0.843232 0.0089 -0.0019 0.0042
C 5.313820 -1.221467 -0.925990 -0.0079 0.0187 0.0544
C 4.616601 -1.466248 -2.109085 -0.0328 -0.0069 -0.0291
C 3.272830 -1.195732 -2.181204 0.0566 0.0110 0.0034
C 2.534889 -0.661298 -1.081620 -0.0271 0.0622 -0.0430
O 1.294713 -0.395279 -1.229387 0.0504 -0.1032 0.0397
C 3.278254 -0.441948 0.119152 -0.0283 -0.0022 0.1172
C 2.679485 0.051979 1.342026 -0.0339 -0.0231 -0.1283
N 1.441564 0.311218 1.514068 0.0417 0.0067 0.0758
C 1.007876 0.688041 2.795914 -0.0138 -0.0019 -0.0882
C 1.472607 0.126909 3.955352 -0.0122 0.0228 0.0589
C 0.941657 0.503680 5.207689 0.0168 -0.0332 -0.0332
C -0.057203 1.426131 5.289934 -0.0328 0.0135 -0.0170
C -0.580995 2.007543 4.109712 -0.0201 0.0078 0.0411
C -1.652913 2.926692 4.120015 0.0166 -0.0094 0.0040
C -2.133007 3.409630 2.939675 0.0089 -0.0263 -0.0204
C -1.559233 2.947340 1.738223 -0.0379 0.0196 0.0177
N -0.563980 2.099606 1.682454 -0.0217 0.0539 -0.0125
C -0.059201 1.632781 2.854622 0.0263 -0.0412 -0.0154
C 4.650681 -0.720111 0.165568 0.0322 -0.0173 -0.0530
H 5.142075 -1.869433 -2.965661 0.0061 0.0002 -0.0002
H 2.727714 -1.381159 -3.099317 -0.0050 0.0036 -0.0033
H 3.383026 0.197361 2.172141 -0.0049 0.0255 -0.0027
H 2.214417 -0.659637 3.905768 -0.0003 -0.0044 -0.0049
H 1.309516 0.018948 6.102488 0.0052 0.0055 0.0089
H -0.498569 1.689602 6.242631 0.0084 0.0080 0.0121
H -2.099199 3.211380 5.065203 0.0020 -0.0007 0.0050
H -2.974984 4.086296 2.905416 -0.0057 0.0018 -0.0030
H -1.980703 3.261849 0.790733 0.0138 0.0062 0.0060
H 5.192390 -0.537680 1.086576 0.0090 -0.0025 0.0028
C -1.696729 2.508977 -2.036829 -0.0128 0.0083 0.0047
N -0.912350 1.301530 -2.276191 0.0152 0.0083 -0.0033
C 0.320341 1.688519 -2.957538 -0.0011 0.0105 0.0363
C -1.688804 0.357433 -3.083268 -0.0212 0.0172 -0.0120
C -1.091744 -1.043122 -3.137665 -0.0013 -0.0198 -0.0411
N -1.251740 -1.776262 -1.885850 -0.0159 0.0246 0.0282
C -2.610766 -2.285557 -1.726259 0.0084 -0.0012 0.0222
C -0.324036 -2.899024 -1.807924 0.0092 -0.0267 -0.0222
H -1.935051 3.023844 -2.982247 -0.0032 -0.0107 0.0049
H -1.119204 3.191867 -1.412321 0.0033 0.0019 -0.0027
H -2.622281 2.265887 -1.518488 0.0113 -0.0005 0.0025
H 0.090845 2.213184 -3.899830 0.0128 -0.0094 -0.0042
H 0.943685 0.822966 -3.152897 -0.0120 0.0033 -0.0105
H 0.889853 2.357838 -2.312839 0.0066 -0.0047 0.0001
H -1.797100 0.745063 -4.111057 0.0108 -0.0167 0.0005
H -2.691696 0.308361 -2.654418 -0.0010 -0.0029 0.0018
H -0.024871 -0.980803 -3.349755 -0.0001 0.0089 0.0140
H -1.560361 -1.595460 -3.970540 -0.0075 0.0121 0.0149
H -2.823394 -3.059028 -2.482677 -0.0057 0.0073 -0.0021
H -3.342696 -1.487057 -1.805921 0.0010 0.0075 -0.0122
H -2.715513 -2.708743 -0.727917 0.0063 -0.0085 -0.0004
H -0.532953 -3.644589 -2.592866 0.0029 0.0064 -0.0002
H -0.436851 -3.381746 -0.836433 0.0080 -0.0027 0.0040
H 0.697927 -2.542608 -1.908878 -0.0110 0.0015 0.0094
S -1.142454 -1.830264 1.820640 -0.0252 -0.0313 0.0432
C -2.394391 -0.878952 2.569450 0.0495 -0.0357 0.0728
C -2.530081 -1.057339 3.990278 -0.0472 -0.0432 -0.0123
N -2.622573 -1.218068 5.127629 0.0273 0.0233 -0.0059
C -3.212887 0.019737 1.950159 -0.0489 0.0370 -0.0182
S -3.165184 0.441076 0.260578 -0.0157 0.0311 0.0726
C -4.195563 0.714330 2.734511 -0.0237 -0.0244 -0.0157
N -5.002845 1.280693 3.331575 0.0249 0.0285 -0.0031



(3)
61
Properties=species:S:1:pos:R:3:forces:R:3 method="wB97M-V/def2-TZVPD" spin_multiplicity=1 gap_ev=5.1 energy_ha=-2730.189506 fmax_ev_per_a=0.5 charge=+3 lumo_ev=-11.21
Pd 1.684824 -1.351853 -0.614989 -0.0103 -0.1140 -0.0437
O -1.932857 0.377932 -1.209733 0.0432 0.1385 -0.0656
C -0.889195 -0.215104 -1.389745 0.1026 -0.1137 0.0569
O 0.083288 -0.193743 -0.510378 -0.1221 0.0748 0.0455
C -0.648905 -1.070055 -2.625717 -0.0198 0.0126 -0.0017
P 1.122451 -1.468017 -2.753600 0.0881 -0.0178 0.0825
C 1.403062 -3.072385 -3.457851 0.0259 0.0059 -0.0214
C 0.350390 -3.872271 -3.908038 0.0007 -0.0135 0.0294
C 0.625665 -5.094542 -4.501916 -0.0090 -0.0048 0.0014
C 1.938350 -5.520778 -4.642089 0.0042 -0.0022 0.0021
C 2.991240 -4.726184 -4.195304 -0.0078 -0.0056 -0.0015
C 2.729296 -3.504950 -3.603933 0.0024 0.0316 -0.0222
C 1.984813 -0.198068 -3.650394 -0.0104 0.0249 0.0376
C 2.561292 -0.471571 -4.893592 -0.0351 -0.0109 -0.0172
C 3.158854 0.555732 -5.605969 0.0053 0.0177 -0.0014
C 3.184639 1.841597 -5.085309 -0.0037 -0.0097 0.0032
C 2.610018 2.114916 -3.847541 0.0050 0.0023 -0.0115
C 2.012236 1.100599 -3.125246 0.0254 -0.0159 0.0070
H -1.011418 -0.574524 -3.526618 -0.0151 -0.0051 0.0049
H -1.221171 -1.990808 -2.491925 0.0032 -0.0029 0.0100
H -0.679120 -3.552543 -3.821671 0.0024 0.0042 -0.0056
H -0.186894 -5.710056 -4.862409 -0.0003 -0.0005 0.0015
H 2.146279 -6.473822 -5.109885 0.0007 0.0005 -0.0012
H 4.013008 -5.057723 -4.324601 0.0025 0.0040 -0.0009
H 3.549556 -2.874855 -3.277364 -0.0009 -0.0040 -0.0101
H 2.529071 -1.467076 -5.314861 0.0018 -0.0009 0.0074
H 3.601197 0.350619 -6.571023 0.0007 0.0010 -0.0005
H 3.654706 2.638201 -5.646152 0.0012 -0.0004 -0.0004
H 2.635885 3.119689 -3.449072 0.0041 0.0007 -0.0005
H 1.576844 1.312471 -2.155629 -0.0013 -0.0053 -0.0001
Cl 3.661833 -2.587406 -0.277423 0.0947 0.0069 -0.1662
C 3.405368 -4.418460 -0.301043 -0.0517 0.0036 0.0346
Cl 4.267365 -5.141899 1.008634 -0.0077 0.0005 -0.0011
H 3.798573 -4.736309 -1.258850 -0.0033 0.0008 0.0013
H 2.336874 -4.570558 -0.211308 -0.0018 -0.0031 -0.0072
C -4.110019 3.578898 3.796569 -0.0326 -0.0380 -0.0549
N -2.998270 2.730819 3.318657 -0.1072 0.0326 -0.1273
N -2.118077 2.170243 4.070991 0.0478 -0.0287 0.0658
C -0.923120 1.001625 2.213270 0.1883 -0.1832 -0.3700
O -0.005451 0.446581 2.562051 -0.2081 0.1801 0.2863
C -1.936423 1.567589 1.475890 0.0950 0.1109 0.1054
C -2.911827 2.385598 1.948469 -0.0384 0.0303 0.1194
C -3.909072 2.958090 1.012285 0.0016 0.0110 -0.0344
C -1.906325 2.412468 5.365634 -0.0086 0.0301 -0.1234
C -2.348811 3.536577 6.140816 0.0358 0.0758 0.0822
C -2.013536 3.603263 7.462342 -0.0112 -0.0002 -0.0263
C -1.270125 2.568294 8.058082 0.0021 -0.0115 -0.0019
C -0.804989 1.477257 7.318944 0.0142 -0.0145 -0.0066
C -1.083922 1.414122 5.980944 0.0153 -0.0249 0.0737
H -4.356579 3.271379 4.809251 -0.0548 -0.0285 -0.0603
H -4.971996 3.412383 3.162122 0.0053 0.0147 -0.0142
H -3.832866 4.631853 3.768410 0.0072 -0.0026 0.0102
H -1.870487 1.284801 0.405462 -0.1186 -0.1364 0.0351
H -3.646999 2.695872 -0.009152 -0.0051 -0.0079 0.0140
H -3.954772 4.045473 1.101792 -0.0109 -0.0012 0.0092
H -4.906302 2.560665 1.221279 0.0000 -0.0056 0.0023
H -2.870945 4.363620 5.687663 0.0703 -0.0155 0.0838
H -2.310975 4.457840 8.054205 0.0013 -0.0016 0.0028
H -1.033716 2.632689 9.113485 -0.0036 0.0024 0.0016
H -0.219988 0.705179 7.798206 0.0032 0.0035 0.0006
H -0.731823 0.590624 5.374874 -0.0021 0.0084 -0.0185